No. 1
{
  "formula": "ClHNO2S2",
  "method": "wB97M-V/def2-TZVPD",
  "species": ["N", "O", "O", "S", "S", "Cl", "H"],
  "positions_angstrom": [[1.686, -1.129, 2.187], [-2.542, 0.146, -1.267], [-0.750, 1.038, -2.645], [1.946, -0.221, 0.943], [-1.601, 1.233, -1.488], [-0.066, 0.987, 0.349], [1.326, -2.053, 1.920]],
  "atomic_forces_ev_per_a": [[-0.083, -0.088, 0.432], [0.211, 0.364, 0.104], [0.038, 0.160, 0.122], [0.470, -0.496, -0.038], [-0.738, -0.455, -0.828], [-0.047, 0.327, 0.459], [0.150, 0.188, -0.250]],
  "lowdin_charge": [-0.5982, -0.5334, -0.5302, 0.3227, 0.5078, -0.0935, -0.0752],
  "homo_lumo_gap_ev": 7.27,
  "total_energy_ev": -39794.924,
  "multiplicity": 1,
  "relative_energy_kcal_mol": 14.3,
  "total_charge": -1
}

No. 2
{
  "formula": "C3H10O3",
  "method": "wB97M-V/def2-TZVPD",
  "species": ["C", "C", "C", "O", "H", "H", "H", "H", "H", "H", "O", "H", "H", "O", "H", "H"],
  "positions_angstrom": [[-0.427, 0.678, -1.352], [-0.509, 0.466, 0.118], [-0.285, 1.368, 1.062], [-0.472, 1.301, 2.412], [-1.310, 0.384, -1.911], [-0.120, 1.692, -1.631], [0.384, 0.072, -1.810], [-0.766, -0.574, 0.307], [-0.117, 2.425, 0.844], [-0.649, 0.388, 2.634], [2.175, -0.662, -3.650], [1.361, -1.124, -3.904], [2.088, 0.277, -3.449], [-0.737, -2.499, 1.989], [-1.114, -1.632, 2.228], [0.140, -2.428, 1.582]],
  "atomic_forces_ev_per_a": [[1.552, 0.384, -0.925], [-0.077, -0.824, -0.172], [-0.761, 1.395, -0.256], [0.309, -0.536, -0.162], [-0.388, 0.166, 0.216], [-0.451, 0.084, 0.159], [-0.329, -0.027, 0.475], [-0.047, 0.171, 0.673], [0.279, -0.341, -0.409], [-0.073, -0.299, 0.400], [0.586, -0.591, -0.009], [0.167, 0.994, 0.231], [-0.727, -0.409, -0.259], [-0.314, -0.034, 0.192], [0.740, -0.680, -0.445], [-0.467, 0.547, 0.290]],
  "lowdin_charge": [-0.1185, -0.1638, -0.2095, 0.0099, 0.0721, 0.0766, 0.0542, 0.0839, 0.1257, 0.0698, -0.0719, 0.0415, 0.0295, -0.0662, 0.0199, 0.0468],
  "homo_lumo_gap_ev": 9.64,
  "total_energy_ev": -9414.334,
  "multiplicity": 1,
  "relative_energy_kcal_mol": 27.7,
  "smiles": "C/C=C/O.O.O"
}

No. 3
{
  "formula": "C24H25N3O",
  "method": "wB97M-V/def2-TZVPD",
  "species": ["O", "C", "C", "C", "C", "C", "C", "C", "C", "C", "C", "C", "C", "C", "C", "N", "C", "C", "N", "C", "C", "C", "C", "C", "C", "N", "C", "C", "H", "H", "H", "H", "H", "H", "H", "H", "H", "H", "H", "H", "H", "H", "H", "H", "H", "H", "H", "H", "H", "H", "H", "H", "H"],
  "positions_angstrom": [[1.345, -1.419, 1.166], [0.977, -0.722, 0.241], [1.702, -0.679, -1.107], [3.024, -1.407, -1.018], [4.216, -0.707, -1.140], [5.431, -1.365, -1.056], [5.465, -2.732, -0.844], [4.280, -3.435, -0.719], [3.066, -2.779, -0.808], [0.855, -1.290, -2.198], [1.030, -0.885, -3.515], [0.292, -1.461, -4.533], [-0.633, -2.450, -4.247], [-0.812, -2.862, -2.937], [-0.072, -2.288, -1.919], [-0.115, 0.073, 0.345], [-0.671, 0.895, -0.710], [-1.659, 1.893, -0.119], [-2.796, 1.197, 0.453], [-3.686, 2.065, 1.210], [-3.082, 2.563, 2.500], [-2.407, 3.779, 2.574], [-1.798, 4.135, 3.766], [-1.885, 3.269, 4.845], [-2.589, 2.086, 4.676], [-3.168, 1.742, 3.541], [-2.408, -0.028, 1.145], [-0.935, -0.031, 1.540], [1.911, 0.368, -1.356], [4.198, 0.363, -1.299], [6.351, -0.807, -1.153], [6.413, -3.246, -0.775], [4.301, -4.502, -0.549], [2.147, -3.333, -0.708], [1.754, -0.115, -3.744], [0.440, -1.137, -5.553], [-1.210, -2.900, -5.041], [-1.532, -3.634, -2.707], [-0.219, -2.613, -0.899], [-1.186, 0.276, -1.456], [0.125, 1.447, -1.217], [-1.127, 2.523, 0.614], [-2.029, 2.546, -0.917], [-4.586, 1.490, 1.435], [-3.954, 2.907, 0.566], [-2.372, 4.437, 1.718], [-1.266, 5.071, 3.852], [-1.424, 3.506, 5.791], [-2.696, 1.376, 5.485], [-3.019, -0.152, 2.039], [-2.596, -0.872, 0.470], [-0.666, -0.959, 2.048], [-0.722, 0.801, 2.223]],
  "atomic_forces_ev_per_a": [[0.178, -0.279, 0.086], [0.007, 0.352, -0.082], [0.214, -0.214, 0.134], [0.119, 0.172, 0.033], [-0.142, 0.010, -0.008], [0.177, -0.029, 0.002], [0.135, 0.049, 0.002], [-0.096, -0.082, -0.010], [0.078, -0.018, -0.017], [-0.142, 0.050, -0.141], [-0.021, -0.005, 0.066], [0.018, 0.030, -0.082], [-0.062, -0.056, -0.064], [-0.058, -0.078, -0.021], [0.047, 0.088, -0.005], [-0.143, 0.055, 0.223], [-0.135, 0.263, -0.406], [0.069, 0.025, -0.167], [0.008, 0.182, -0.116], [-0.021, -0.082, -0.088], [0.038, 0.314, -0.198], [-0.054, -0.063, 0.124], [-0.013, -0.053, 0.025], [0.001, 0.041, -0.084], [0.185, 0.115, 0.293], [-0.310, -0.326, -0.084], [0.096, -0.327, 0.004], [-0.217, -0.184, 0.340], [-0.053, -0.102, 0.000], [-0.033, 0.091, -0.010], [0.066, 0.034, -0.010], [0.067, -0.040, 0.002], [-0.005, -0.084, 0.016], [-0.079, -0.064, 0.023], [0.086, 0.087, -0.010], [0.009, 0.029, -0.080], [-0.049, -0.032, -0.060], [-0.056, -0.060, 0.019], [-0.032, -0.045, 0.133], [0.041, 0.111, 0.006], [-0.101, -0.042, -0.011], [-0.004, -0.024, -0.083], [0.133, 0.019, 0.039], [-0.013, 0.149, 0.037], [-0.058, -0.001, 0.033], [0.000, 0.029, -0.084], [0.028, 0.053, 0.012], [0.027, -0.002, 0.089], [0.046, 0.012, 0.132], [0.049, -0.061, -0.093], [0.056, -0.074, 0.150], [-0.068, 0.156, -0.029], [-0.014, -0.086, 0.017]],
  "lowdin_charge": [0.0799, -0.4262, -0.1483, -0.1827, -0.0341, -0.0880, -0.0947, -0.0714, -0.0222, -0.2074, -0.0273, -0.0785, -0.0902, -0.0709, -0.0411, -0.0312, -0.1224, -0.1748, -0.1504, -0.1375, -0.2812, -0.0346, -0.0654, -0.0648, -0.1375, 0.1063, -0.1527, -0.1117, 0.1379, 0.1098, 0.0996, 0.0988, 0.1025, 0.1130, 0.1184, 0.1022, 0.1003, 0.1041, 0.1207, 0.1308, 0.1261, 0.1152, 0.1284, 0.1249, 0.1212, 0.1107, 0.1060, 0.0999, 0.1066, 0.1085, 0.1223, 0.1258, 0.1272],
  "homo_lumo_gap_ev": 9.05,
  "total_energy_ev": -31811.937,
  "multiplicity": 1,
  "relative_energy_kcal_mol": 14.3,
  "smiles": "O=C(C(c1ccccc1)c1ccccc1)N1CCN(Cc2ccccn2)CC1"
}

No. 4
{
  "formula": "C7H10N2S",
  "method": "wB97M-V/def2-TZVPD",
  "species": ["C", "C", "C", "C", "N", "C", "C", "S", "C", "N", "H", "H", "H", "H", "H", "H", "H", "H", "H", "H"],
  "positions_angstrom": [[-1.650, -0.813, 2.453], [-0.478, 0.120, 2.153], [0.453, -0.455, 1.114], [0.048, -0.840, -0.057], [-0.343, -1.026, -1.197], [-0.132, 0.054, -2.166], [1.306, -0.068, -2.699], [2.300, 0.857, -1.479], [0.819, 1.627, -0.912], [-0.262, 1.289, -1.459], [-1.296, -1.759, 2.859], [-2.328, -0.353, 3.174], [-2.207, -1.014, 1.538], [-0.870, 1.073, 1.784], [0.089, 0.315, 3.065], [1.463, -0.701, 1.413], [-0.883, -0.045, -2.952], [1.641, -1.103, -2.742], [1.426, 0.406, -3.674], [0.903, 2.438, -0.215]],
  "atomic_forces_ev_per_a": [[-0.018, 0.198, 0.119], [-0.284, -0.043, -0.094], [0.179, -0.356, 1.014], [-0.234, 0.051, -0.630], [-0.106, -0.880, 0.351], [0.337, -0.049, -0.444], [0.175, 0.192, -0.067], [0.164, -0.202, -0.087], [0.556, 0.217, -0.773], [-0.846, 0.658, 0.325], [-0.020, -0.051, -0.008], [-0.032, -0.065, -0.001], [-0.039, -0.049, 0.020], [0.049, 0.016, 0.128], [-0.024, 0.061, -0.081], [0.148, 0.033, -0.174], [0.169, 0.026, 0.111], [-0.079, 0.032, -0.015], [-0.076, -0.060, 0.022], [-0.021, 0.270, 0.285]],
  "lowdin_charge": [-0.1104, -0.2512, -0.1240, -0.1659, 0.1404, -0.4283, -0.3835, 0.8914, -0.4899, 0.0220, 0.0745, 0.0689, 0.0721, 0.1039, 0.1033, 0.1104, 0.1360, 0.0781, 0.0735, 0.0787],
  "homo_lumo_gap_ev": 9.28,
  "total_energy_ev": -21234.768,
  "multiplicity": 1,
  "relative_energy_kcal_mol": 26.4,
  "smiles": "CCC=C=N[C@@H]1CSC=N1"
}

No. 5
{
  "formula": "C20H25N3O2",
  "method": "wB97M-V/def2-TZVPD",
  "species": ["C", "C", "C", "C", "C", "C", "C", "C", "N", "C", "C", "C", "N", "C", "C", "C", "C", "C", "C", "C", "N", "O", "O", "C", "C", "H", "H", "H", "H", "H", "H", "H", "H", "H", "H", "H", "H", "H", "H", "H", "H", "H", "H", "H", "H", "H", "H", "H", "H", "H"],
  "positions_angstrom": [[1.716, 2.867, -4.374], [0.173, 2.892, -4.423], [-0.279, 4.347, -4.564], [-0.408, 2.162, -3.205], [-1.138, 0.923, -3.345], [-1.759, 0.341, -2.230], [-1.672, 0.948, -0.953], [-2.439, 0.446, 0.273], [-2.566, -1.024, 0.286], [-1.856, -1.794, 1.190], [-0.549, -1.424, 1.451], [0.283, -2.141, 2.289], [1.615, -1.740, 2.547], [2.105, -0.385, 2.252], [3.286, -0.257, 3.169], [3.802, -1.667, 3.283], [2.521, -2.483, 3.415], [-0.251, -3.214, 2.974], [-1.537, -3.599, 2.732], [-2.385, -2.948, 1.806], [-3.690, -3.436, 1.594], [-4.233, -3.203, 0.521], [-4.205, -3.991, 2.549], [-0.885, 2.098, -0.824], [-0.271, 2.703, -1.940], [2.005, 3.542, -3.564], [2.091, 1.867, -4.189], [2.135, 3.309, -5.271], [-0.092, 2.327, -5.331], [-1.384, 4.364, -4.529], [0.107, 4.992, -3.787], [0.098, 4.775, -5.536], [-1.231, 0.502, -4.345], [-2.302, -0.595, -2.312], [-3.432, 0.860, 0.215], [-1.993, 0.859, 1.206], [-3.482, -1.424, 0.102], [-0.212, -0.578, 0.885], [2.389, -0.266, 1.186], [1.384, 0.398, 2.502], [4.024, 0.431, 2.817], [2.897, 0.039, 4.138], [4.467, -1.764, 4.128], [4.319, -1.858, 2.356], [2.640, -3.519, 3.067], [2.174, -2.584, 4.433], [0.344, -3.805, 3.654], [-1.855, -4.464, 3.309], [-0.811, 2.576, 0.156], [0.341, 3.591, -1.767]],
  "atomic_forces_ev_per_a": [[-0.594, 0.589, 0.524], [0.877, -0.636, -0.040], [-0.612, -0.201, -1.080], [-0.809, -0.866, -0.672], [0.396, 1.416, 0.825], [0.417, 0.504, 0.235], [0.608, 0.480, -0.289], [0.641, -0.590, -0.588], [-0.558, 0.033, 0.629], [-0.625, -0.012, -0.905], [0.292, 0.321, -0.129], [2.156, 1.578, 0.661], [-1.745, -0.021, -0.582], [-0.342, -0.200, -0.663], [-0.331, -0.155, 0.514], [-0.137, 0.127, 0.330], [0.253, -0.462, -0.994], [-0.155, -0.990, 0.148], [-0.674, -0.525, 0.077], [2.163, 0.073, 0.654], [-0.129, 0.528, 0.805], [-0.312, -0.202, -0.029], [-0.551, -0.489, -0.469], [-0.285, 0.010, -0.453], [-0.116, -0.356, 0.873], [0.281, -0.271, 0.152], [0.218, -0.081, -0.066], [0.104, -0.194, -0.315], [-0.326, 0.189, 0.272], [0.480, 0.341, -0.175], [0.091, 0.017, 0.387], [-0.534, -0.457, 0.853], [-0.032, -0.078, 0.275], [-0.003, 0.080, -0.141], [-0.545, 0.108, 0.015], [-0.139, -0.519, -0.551], [0.200, 0.425, -0.025], [0.447, 0.246, -0.018], [-0.179, -0.127, 0.395], [-0.318, -0.206, -0.211], [0.430, 0.563, -0.097], [0.159, 0.359, 0.284], [0.306, -0.293, 0.152], [0.285, -0.635, -0.255], [0.041, 0.221, -0.148], [-0.177, 0.381, 0.594], [0.010, 0.083, 0.058], [-0.469, 0.175, -0.388], [0.106, -0.141, -0.247], [-0.263, -0.138, -0.182]],
  "lowdin_charge": [-0.0745, -0.3951, -0.0813, -0.2007, -0.0074, -0.0266, -0.2144, -0.1335, 0.0432, -0.1834, 0.0336, -0.1953, -0.0672, -0.1678, -0.1921, -0.1686, -0.1679, -0.0386, 0.0066, -0.1061, -0.3585, 0.0564, 0.0746, -0.0420, -0.0434, 0.0724, 0.0784, 0.0721, 0.1280, 0.0871, 0.0644, 0.0944, 0.1050, 0.1049, 0.1187, 0.1285, 0.1069, 0.1052, 0.1305, 0.1194, 0.1081, 0.1176, 0.1099, 0.1134, 0.1248, 0.1127, 0.1031, 0.1234, 0.1085, 0.1125],
  "homo_lumo_gap_ev": 8.12,
  "total_energy_ev": -29708.413,
  "multiplicity": 1,
  "relative_energy_kcal_mol": 102.9,
  "smiles": "CC(C)c1ccc(CNc2cc(N3CCCC3)ccc2[N+](=O)[O-])cc1"
}

No. 6
{
  "formula": "C4H7NS",
  "method": "wB97M-V/def2-TZVPD",
  "species": ["C", "C", "C", "C", "N", "S", "H", "H", "H", "H", "H", "H", "H"],
  "positions_angstrom": [[-0.281, 1.551, -1.694], [-0.084, -0.379, -1.166], [0.917, -1.125, 0.976], [-0.352, -0.652, 0.251], [-0.746, 2.433, -2.490], [0.569, -1.314, -2.277], [-1.424, 2.132, -3.189], [0.426, 1.938, -0.963], [0.656, -1.648, 1.890], [1.549, -0.277, 1.226], [1.482, -1.800, 0.339], [-0.777, 0.220, 0.751], [-1.093, -1.457, 0.277]],
  "atomic_forces_ev_per_a": [[0.332, -0.648, 0.655], [-0.593, 3.000, -2.669], [-0.043, 0.030, 0.007], [0.026, -0.051, 0.528], [0.258, -2.050, 0.956], [-0.101, -0.040, 0.146], [0.032, -0.360, 0.014], [0.132, 0.083, 0.202], [-0.008, -0.001, 0.162], [0.089, 0.053, 0.022], [-0.011, -0.071, 0.016], [-0.051, -0.030, -0.037], [-0.060, 0.085, -0.002]],
  "lowdin_charge": [-0.1515, -0.7031, -0.1091, -0.3296, 0.0523, 0.7232, 0.0430, 0.0578, 0.0712, 0.0757, 0.0488, 0.1049, 0.1165],
  "homo_lumo_gap_ev": 7.91,
  "total_energy_ev": -16583.639,
  "multiplicity": 1,
  "relative_energy_kcal_mol": 75.9
}

- Which value of multiplicity does entry 1 give?
  1

- Which formula does entry 3 have?
  C24H25N3O